ORCA calculation (wB97M-V/def2-TZVPD) on a cluster of 11 separate species, C28H42Cl8O18 in total in a non-equilibrium geometry.

Structure (XYZ):
```
96
Properties=species:S:1:pos:R:3:lowdin_charge:R:1
C -1.08023 4.25127 2.66150 -0.94
Cl -2.74006 3.63718 2.88009 0.52
Cl -1.00342 5.37527 1.24731 0.52
H -0.71073 4.90178 3.45749 0.03
H -0.39010 3.45779 2.40085 -0.01
C 3.81220 -1.22090 -2.60865 -0.98
Cl 4.53980 0.07173 -1.53728 0.49
Cl 4.50689 -2.80285 -2.43519 0.59
H 2.74100 -1.15407 -2.43882 0.03
H 4.03114 -0.90577 -3.62707 0.02
C -4.31353 -0.64643 2.61682 -0.94
Cl -3.50007 0.00089 4.07515 0.50
Cl -4.95825 0.65326 1.56462 0.53
H -3.64503 -1.17401 1.97943 -0.02
H -5.11039 -1.26961 2.97632 0.03
C 0.07983 -2.66267 6.17917 -1.04
Cl 0.51154 -1.31373 5.17351 0.57
Cl 1.37627 -3.19557 7.27831 0.50
H -0.77349 -2.33028 6.80656 0.04
H -0.17311 -3.56309 5.67429 0.01
O 2.62390 -4.91438 -0.35897 0.11
C 2.33273 -4.19312 0.52492 -0.48
O 1.56532 -4.69736 1.53729 0.03
C 1.27383 -3.58932 2.50313 -0.13
C 2.11749 -2.41680 2.11232 -0.17
C 2.68402 -2.72993 0.70828 -0.06
H 1.41246 -4.02748 3.47841 0.11
H 0.18678 -3.45452 2.40794 0.12
H 2.96878 -2.28106 2.82071 0.13
H 1.53864 -1.49570 2.10235 0.07
H 3.74920 -2.53509 0.69444 0.11
H 2.21547 -2.11941 -0.05539 0.10
O 0.95594 1.22081 2.44117 0.11
C 1.98753 1.76804 2.22015 -0.51
O 2.06732 3.09530 2.15436 0.04
C 3.49614 3.46254 2.03759 -0.10
C 4.23265 2.22348 1.58349 -0.14
C 3.30346 1.09796 1.95121 -0.06
H 3.83395 3.81249 3.04365 0.14
H 3.42605 4.38200 1.47746 0.11
H 5.25596 2.21126 1.90824 0.11
H 4.45040 2.27529 0.49910 0.09
H 3.52228 0.54908 2.88359 0.14
H 3.08071 0.32425 1.20458 0.10
O -4.15137 -2.12397 -0.31210 0.08
C -4.23605 -1.63715 -1.42105 -0.50
O -5.36020 -1.05769 -1.81339 0.06
C -5.30066 -0.82271 -3.19830 -0.17
C -4.04192 -1.46375 -3.81547 -0.10
C -3.23119 -1.79508 -2.53423 -0.05
H -5.36356 0.23834 -3.40832 0.11
H -6.21081 -1.13149 -3.66954 0.11
H -3.46651 -0.68708 -4.41257 0.12
H -4.21600 -2.28987 -4.43644 0.09
H -2.45501 -1.05904 -2.32774 0.12
H -2.89516 -2.80481 -2.42887 0.12
C -0.76280 -0.72712 1.18125 -0.09
C -1.64631 0.50672 0.80498 -0.12
O -0.75408 1.31023 0.03016 0.03
C 0.40577 0.68033 -0.22977 -0.55
O 1.34655 1.14930 -0.79178 0.13
O 0.28682 -0.63572 0.16972 0.02
H -1.24579 -1.65871 1.05800 0.11
H -0.33386 -0.56213 2.13424 0.07
H -1.99382 1.11999 1.68336 0.08
H -2.47605 0.20202 0.14332 0.10
C -3.68599 3.14363 -1.43393 -0.14
C -2.77620 4.18990 -2.14627 -0.04
O -1.98497 3.43759 -3.17608 0.05
C -2.43450 2.14685 -3.11737 -0.49
O -2.14237 1.21000 -3.79513 0.15
O -3.43645 1.95010 -2.12554 0.00
H -4.74583 3.37455 -1.35234 0.13
H -3.34595 3.03420 -0.36002 0.12
H -1.98130 4.58751 -1.48497 0.10
H -3.32472 4.87411 -2.71486 0.11
C 1.31120 4.46852 -1.72423 -0.12
C 2.69234 3.98895 -1.51039 -0.10
O 3.34541 5.09574 -0.90904 0.08
C 2.52072 6.08499 -0.72543 -0.61
O 2.79024 7.11046 -0.13106 0.13
O 1.34196 5.82797 -1.29576 0.06
H 0.52350 3.99205 -1.24217 0.08
H 1.01332 4.47449 -2.79163 0.15
H 3.21205 3.74487 -2.44526 0.15
H 2.74483 3.15573 -0.82389 0.09
C 0.82649 -6.26400 -2.23531 -0.08
C 1.56742 -5.20457 -3.09502 -0.13
O 0.94384 -3.99066 -2.71034 0.06
C 0.18451 -4.19487 -1.63086 -0.62
O -0.18830 -3.38804 -0.84116 0.16
O -0.13070 -5.47636 -1.49442 0.06
H 1.53349 -6.67193 -1.48753 0.12
H 0.15395 -6.99694 -2.74675 0.14
H 1.44740 -5.30307 -4.16639 0.12
H 2.64535 -5.23090 -2.89670 0.10
```

Properties
SMILES: O=C1CCCO1.O=C1CCCO1.O=C1CCCO1.O=C1OCCO1.O=C1OCCO1.O=C1OCCO1.O=C1OCCO1.ClCCl.ClCCl.ClCCl.ClCCl
Spin multiplicity: 1
Total energy, eV: -166752.2572
Gap between HOMO and LUMO, eV: 10.58

=====

ORCA calculation (wB97M-V/def2-TZVPD) on a structure of composition C31H60Br3CsF6IN8O14P2S in a non-equilibrium geometry.

Structure (XYZ):
```
127
Properties=species:S:1:pos:R:3:lowdin_charge:R:1
C -2.38700 -1.01301 2.37418 -0.14
C -2.16072 -1.61246 0.98448 -0.18
C -1.12269 -2.69444 1.08221 -0.53
O -1.28531 -3.85000 0.76126 0.08
O -0.00074 -2.17473 1.57359 -0.08
C 1.25971 -2.48948 0.95750 -0.15
C 1.37232 -2.07254 -0.49664 -0.08
C 1.78193 -0.69091 -0.92723 -0.35
N 2.29776 -0.58134 -2.19340 0.16
C 2.51800 0.70575 -2.35384 -0.37
N 3.02553 1.23884 -3.49763 -0.12
C 3.33463 0.32418 -4.57332 -0.07
C 3.23137 2.66497 -3.70192 -0.16
C 2.50531 3.19674 -4.95217 -0.20
C 1.91710 4.59205 -4.74848 -0.19
C 1.65547 5.28064 -6.08596 -0.23
N 0.88491 4.39914 -7.00118 0.04
C -0.40687 4.79707 -7.28720 -0.56
N -0.96227 4.44060 -8.38746 0.09
N -1.02711 5.55184 -6.26036 0.11
N 2.16105 1.36649 -1.23212 0.07
N 1.67614 0.47425 -0.31467 -0.27
I 0.77803 1.15962 1.85778 0.30
H -1.42974 -0.86097 2.86147 0.02
H -2.91407 -0.06506 2.34614 0.01
H -2.94556 -1.73217 2.98384 0.07
H -3.07803 -1.98015 0.53149 0.10
H -1.75594 -0.83464 0.34177 0.05
H 1.44522 -3.55767 1.01313 0.10
H 2.01316 -2.00776 1.57050 0.12
H 0.45284 -2.28177 -1.04892 0.12
H 2.11671 -2.74377 -0.91918 0.11
H 3.77451 0.88823 -5.39133 0.08
H 4.02857 -0.44938 -4.25222 0.08
H 2.43432 -0.15107 -4.96237 0.08
H 4.30165 2.87354 -3.76506 0.12
H 2.79882 3.18390 -2.85053 0.10
H 3.18408 3.18141 -5.80500 0.10
H 1.67832 2.51507 -5.13474 0.11
H 0.94788 4.49213 -4.25741 0.11
H 2.56941 5.22975 -4.15358 0.12
H 2.62874 5.43377 -6.54661 0.11
H 1.22609 6.26562 -5.96559 0.04
H 1.33802 4.32744 -7.90115 0.11
H -1.90854 4.80034 -8.43154 -0.01
H -0.72081 6.51939 -6.31213 0.09
H -2.02817 5.52724 -6.40215 0.07
H 2.21665 2.35233 -1.05320 0.12
F 2.76116 -6.77197 0.88623 -0.24
P 4.12703 -5.80869 0.75414 0.44
F 4.53926 -4.32037 1.38227 -0.22
F 4.25129 -6.30211 2.34332 -0.23
F 3.07134 -4.80674 -0.09105 -0.23
F 4.27692 -6.55151 -0.71630 -0.21
F 5.76532 -6.05070 0.73267 -0.22
O 2.17670 8.13163 -6.14850 -0.61
H 2.63357 8.98079 -6.15510 -0.21
C -2.48282 8.58478 -9.93799 0.03
C -1.79198 9.32370 -10.80089 0.02
C -1.17672 8.72759 -12.00889 -0.39
O -0.55126 9.40314 -12.79871 0.09
C -1.35966 7.27323 -12.21288 0.01
C -2.04946 6.53233 -11.35081 0.03
C -2.67050 7.13100 -10.14690 -0.39
O -3.30508 6.45548 -9.36989 0.09
H -2.93701 9.00385 -9.04943 0.12
H -1.64491 10.38716 -10.66389 0.12
H -0.89994 6.85313 -13.09828 0.12
H -2.19006 5.46718 -11.48060 0.12
C -2.56506 5.41069 6.16542 -0.09
C -2.61463 4.58606 7.45601 -0.24
C -1.95234 3.21789 7.40529 -0.13
N -2.59279 2.19473 6.50998 -0.24
C -4.06455 2.35064 6.43026 0.00
C -1.97083 2.23937 5.10877 -0.11
C -0.80011 1.30618 5.20450 -0.19
C -1.32481 0.13843 6.03070 -0.14
C -2.27468 0.78669 7.03770 -0.09
H -3.03051 4.91496 5.31422 0.07
H -3.09065 6.35498 6.31288 0.07
H -1.53776 5.64233 5.88524 0.09
H -3.64529 4.49686 7.80694 0.09
H -2.09093 5.14125 8.23850 0.11
H -1.97719 2.79894 8.41045 0.12
H -0.90746 3.30426 7.11429 0.13
H -4.30557 3.28362 5.93103 0.10
H -4.48361 2.32936 7.43520 0.11
H -4.45500 1.52275 5.84519 0.11
H -2.71157 1.87231 4.39995 0.13
H -1.69890 3.25940 4.84271 0.09
H 0.04784 1.78373 5.69779 0.10
H -0.50352 1.03748 4.20610 -0.05
H -0.52960 -0.42778 6.51478 0.11
H -1.87427 -0.56047 5.39940 0.11
H -1.83891 0.87662 8.02872 0.11
H -3.21320 0.24218 7.11807 0.12
O 1.44849 1.87873 8.09888 -0.06
H 1.22615 1.07477 7.61748 0.02
H 1.58453 2.53842 7.40988 0.04
O 1.26893 -11.33816 2.11569 -0.23
S 0.53714 -11.12190 3.31205 0.58
O -0.89677 -10.84857 3.26697 -0.45
O 1.23141 -9.98249 4.17952 -0.26
C 1.51507 -8.69608 3.55975 -0.19
C 0.25612 -7.84944 3.48860 -0.19
C 0.82225 -12.44320 4.41728 -0.14
H 1.97479 -8.83371 2.58120 0.13
H 2.25698 -8.21960 4.19278 0.13
H -0.44668 -8.28218 2.79763 -0.22
H 0.48053 -6.83515 3.15326 0.10
H -0.23970 -7.80064 4.46630 0.09
H 1.89683 -12.60185 4.46541 0.06
H 0.33598 -13.31863 3.99637 0.08
H 0.39360 -12.18807 5.38590 0.07
O -1.56850 3.75867 2.60565 -0.63
H -1.05039 3.36946 1.88057 -0.27
Cs -2.42389 -8.41475 2.32352 1.25
O 2.82804 -13.68244 2.94352 -0.29
P 4.10898 -13.38856 2.16387 -0.12
O 5.24766 -14.29933 2.63219 -0.22
O 4.51324 -11.93763 2.41883 -0.17
O 3.90339 -13.67840 0.67774 -0.22
C -4.65121 1.60139 -0.08375 -1.61
Br -2.76347 1.64566 0.15986 0.69
Br -5.20790 0.18266 -1.27446 0.53
Br -5.59349 1.49447 1.60221 0.51
H -4.94608 2.53119 -0.54635 -0.04
```

Properties
Spin multiplicity: 1
Total energy, eV: -338194.2473
Net charge: -3
Gap between HOMO and LUMO, eV: 0.96

=====

ORCA calculation (wB97M-V/def2-TZVPD) on a structure of composition C16H31HfNP2 in a non-equilibrium geometry.

Structure (XYZ):
```
51
Properties=species:S:1:pos:R:3:lowdin_charge:R:1
P -0.76027 0.79842 1.93603 0.88
P -0.38640 0.37894 -1.97372 0.89
C -1.03657 1.90468 0.45414 -0.33
C -1.56505 1.31353 -0.87065 -0.32
H -0.10937 2.48433 0.27798 0.10
H -1.81408 2.61312 0.80338 0.10
H -2.46596 0.68667 -0.71161 0.08
H -1.87195 2.16438 -1.51433 0.11
C 0.21607 1.76407 -3.02385 -0.20
H 0.93058 1.37961 -3.76955 0.07
H 0.72907 2.52968 -2.43021 0.06
H -0.63180 2.21056 -3.55668 0.06
C -1.51603 -0.41081 -3.16357 -0.17
H -1.71487 0.35647 -3.92486 0.07
H -2.45793 -0.67968 -2.67392 0.06
H -1.04971 -1.28371 -3.63766 0.08
C -0.54267 2.24766 3.08676 -0.19
H -0.34046 1.81592 4.07420 0.07
H -1.40757 2.93118 3.16825 0.07
H 0.34626 2.83482 2.80092 0.07
C -2.47589 0.30407 2.44437 -0.22
H -3.06038 -0.11972 1.59316 0.05
H -3.00259 1.23706 2.73584 0.10
H -2.46898 -0.36543 3.32889 0.07
Hf -1.56121 -2.31791 1.42770 1.53
C 1.38209 -0.45461 -2.30313 -0.27
C 2.46570 0.20441 -1.72959 -0.15
C 2.28215 1.21492 -0.65064 -0.21
C 3.09775 0.95775 0.66574 -0.13
C 2.25586 0.95726 1.91430 -0.03
C 1.06335 0.32649 1.99906 -0.25
C -0.59703 -1.66814 -0.40631 -0.41
C 0.84053 -1.72423 -1.04670 -0.14
C -1.33734 -4.33274 0.60696 -0.26
H 1.46752 -1.02204 -3.23383 0.12
H 3.46723 -0.19746 -1.79690 0.12
H 1.19239 1.30408 -0.38244 0.05
H 2.64887 2.21258 -0.97213 0.13
H 3.58386 -0.02741 0.60402 0.15
H 3.87279 1.73001 0.82216 0.13
H 2.77413 1.27283 2.83458 0.15
H 1.08846 -0.72151 2.28141 0.01
H -0.66583 -0.70439 0.15998 -0.06
H -1.38950 -1.59946 -1.15280 0.02
H 1.61208 -1.66349 -0.26212 0.08
H 1.07078 -2.62249 -1.64740 0.10
H -1.41586 -4.34377 -0.48975 0.02
H -2.04674 -5.08817 0.95968 0.02
H -0.36349 -4.79640 0.82472 0.03
N 1.38445 -3.12300 2.95445 0.06
C 0.28355 -2.86895 2.56565 -0.35
```

Properties
Spin multiplicity: 1
Relative energy (zero: lowest compared OMol25 entry of this formula, charge and spin), kJ/mol: 748.49
Total energy, eV: -38438.3616
Net charge: +2
Gap between HOMO and LUMO (spin up / spin down), eV: 3.08 / 3.02

=====

ORCA calculation (wB97M-V/def2-TZVPD) on an isolated molecule of C4H7N3 in a non-equilibrium geometry.

Structure (XYZ):
```
14
Properties=species:S:1:pos:R:3:lowdin_charge:R:1
C 1.68468 0.54164 -0.41711 -0.18
C 0.14360 0.15628 -0.12841 -0.24
C -0.87157 1.13440 0.05848 -0.02
C -1.62631 -0.90750 -0.04057 -0.19
H 2.10838 -1.39875 -0.07897 0.19
H 2.60397 -0.29896 1.28702 -0.04
H 1.94312 1.58128 0.02120 0.15
H 1.90990 0.43608 -1.23703 -0.04
H -0.94341 2.01891 0.10478 0.01
H -2.91669 0.71634 0.41706 0.17
H -2.24407 -1.60770 -0.07604 0.05
N 2.55085 -0.32472 0.37823 -0.01
N -1.97004 0.37399 0.19564 0.06
N -0.35846 -1.04870 -0.18421 0.10
```

Properties
SMILES: NCc1c[nH]cn1
Spin multiplicity: 1
Relative energy (zero: lowest compared OMol25 entry of this formula, charge and spin), kJ/mol: 454.02
Total energy, eV: -8726.9738
Gap between HOMO and LUMO, eV: 9.17

=====

The evaluated M for the records listed, in turn: 950.2; 1476.4; 477.9; 97.1 g mol⁻¹.